#a
Below is a 2-piece molecular cluster, C5H11N overall, with properties calculated with ωB97M-V/def2-TZVPD.

XYZ file:
```
17
C5H11N ωB97M-V/def2-TZVPD
C 2.74346 1.65632 -1.81626
C 3.00922 1.15439 -0.39619
C 2.05931 1.21778 0.50852
H 1.75676 1.29581 -2.18451
H 3.44546 1.42382 -2.58881
H 2.71113 2.72068 -1.92431
H 3.86264 0.55888 -0.19114
H 2.30551 0.97520 1.56690
H 1.07539 1.06033 0.21966
C -3.09352 -2.20709 -0.08845
C -2.53610 -1.59222 0.90136
N -3.12169 -0.76878 1.82924
H -4.12362 -2.43728 -0.16069
H -2.60922 -2.70994 -0.89307
H -1.58606 -1.86082 1.27409
H -3.53954 0.06813 1.39592
H -2.35913 -0.55522 2.54773
```

Molecular weight ... 85.15 g mol⁻¹
<S²> ... 0.765
Lowest unoccupied orbital energy (spin up / spin down) ... -4.7 / -8.5 eV
Total charge ... +1
HOMO-LUMO gap (spin up / spin down) ... 0.2542 / 0.1139 Eh
Highest occupied orbital energy (spin up / spin down) ... -0.427 / -0.427 hartree
Spin multiplicity ... 2

#b
Below is a 2-piece molecular cluster, C5H11N overall, with properties calculated with ωB97M-V/def2-TZVPD.

XYZ file:
```
17
C5H11N ωB97M-V/def2-TZVPD
C 1.34221 -1.21762 -2.59106
C 0.65103 0.10295 -2.36622
C 1.08821 0.91152 -1.40458
H 1.72290 -1.73474 -1.71272
H 0.75387 -1.93612 -3.16446
H 2.19893 -1.00238 -3.23828
H -0.21051 0.28382 -2.99531
H 0.65452 1.88994 -1.23077
H 1.91033 0.59087 -0.77400
C -2.07374 0.70611 2.55661
C -0.81738 0.18527 2.54394
N -0.36738 -0.47219 1.46649
H -2.74364 0.51624 1.72303
H -2.51145 1.31176 3.33723
H -0.16498 0.17353 3.40849
H -0.73211 -0.25671 0.53227
H 0.64225 -0.62882 1.40874
```

Molecular weight ... 85.15 g mol⁻¹
<S²> ... 0.765
Lowest unoccupied orbital energy (spin up / spin down) ... -4.1 / -7.8 eV
Total charge ... +1
HOMO-LUMO gap (spin up / spin down) ... 0.3292 / 0.1909 Eh
Highest occupied orbital energy (spin up / spin down) ... -0.479 / -0.479 hartree
Spin multiplicity ... 2

#c
Below is a 2-piece molecular cluster, C5H11N overall, with properties calculated with ωB97M-V/def2-TZVPD.

XYZ file:
```
17
C5H11N ωB97M-V/def2-TZVPD
C -2.98028 1.69781 0.04444
C -2.99046 0.27769 -0.38736
C -2.58706 -0.82478 0.26354
H -2.70191 1.95983 1.06837
H -3.90831 2.18940 -0.26834
H -2.16073 2.18820 -0.51726
H -3.31299 0.15923 -1.42403
H -2.13519 -1.63988 -0.27446
H -2.57499 -0.78347 1.34132
C 2.25884 0.06720 -0.40364
C 3.03194 -0.80041 0.33676
N 4.14586 -1.46220 -0.04648
H 2.22988 0.28524 -1.46051
H 1.38608 0.36265 0.18767
H 2.86928 -0.74130 1.41041
H 4.83195 -0.83927 -0.47909
H 4.59810 -2.09594 0.60866
```

Molecular weight ... 85.15 g mol⁻¹
<S²> ... 0.767
Lowest unoccupied orbital energy (spin up / spin down) ... -4.8 / -8.5 eV
Total charge ... +1
HOMO-LUMO gap (spin up / spin down) ... 0.2496 / 0.1113 Eh
Highest occupied orbital energy (spin up / spin down) ... -0.424 / -0.424 hartree
Spin multiplicity ... 2

#d
Below is a 2-piece molecular cluster, C5H11N overall, with properties calculated with ωB97M-V/def2-TZVPD.

XYZ file:
```
17
C5H11N ωB97M-V/def2-TZVPD
C 0.59696 0.49783 1.12709
C 0.43307 0.39466 -0.39825
C -0.92830 -0.11171 -0.73726
C -0.15916 -2.23697 -1.50057
C -1.18906 -1.35037 -1.30430
N 1.52029 1.69919 1.43490
H 1.00016 -0.43636 1.53796
H -0.35482 0.42744 1.67811
H 0.52383 1.45128 -0.70528
H 1.24519 -0.00182 -1.00389
H -1.66593 0.70823 -0.77477
H 0.46456 2.17270 1.32424
H -0.29460 -3.22291 -1.96172
H 0.72624 -2.20711 -0.86822
H -2.17548 -1.68553 -1.61407
H -1.33437 2.25017 1.30657
H 1.59142 1.65128 2.45946
```

Molecular weight ... 85.15 g mol⁻¹
<S²> ... 0.751
Lowest unoccupied orbital energy (spin up / spin down) ... -7.3 / -7.3 eV
Total charge ... +1
HOMO-LUMO gap (spin up / spin down) ... 0.2622 / 0.2610 Eh
Highest occupied orbital energy (spin up / spin down) ... -0.532 / -0.531 hartree
Spin multiplicity ... 2

Relative energies, hartree: #a 0.0747; #b 0.0000; #c 0.0488; #d 0.1672.

#a
Below is an isolated ion of composition C4H9NO2 and charge -1, with properties calculated with ωB97M-V/def2-TZVPD.

XYZ file:
```
16
C4H9NO2 ωB97M-V/def2-TZVPD
C 0.36591 0.36020 -1.78218
N -0.06497 1.16298 -0.62373
C -0.33252 0.43499 0.63641
C -1.43538 -0.67730 0.56035
O -1.12314 -1.55945 -0.40337
C 0.96530 -0.24795 1.15582
O 2.06853 0.48471 0.90572
H 0.73452 -0.62734 -1.49821
H 1.18851 0.81455 -2.35062
H -0.46480 0.18681 -2.47681
H 0.82446 1.60638 -0.42564
H -0.74742 1.21704 1.27180
H -1.50974 -1.08494 1.59244
H -2.44669 -0.21202 0.45523
H 0.98893 -1.30763 0.75415
H 0.98852 -0.55104 2.22864
```

Molecular weight ... 103.12 g mol⁻¹
<S²> ... 0.765
Lowest unoccupied orbital energy (spin up / spin down) ... 4.3 / 2.4 eV
Total charge ... -1
HOMO-LUMO gap (spin up / spin down) ... 0.2988 / 0.1867 Eh
Highest occupied orbital energy (spin up / spin down) ... -0.141 / -0.097 hartree
Spin multiplicity ... 2

#b
Below is C4H9NO2 as an isolated structure, with properties calculated with ωB97M-V/def2-TZVPD.

XYZ file:
```
16
C4H9NO2 ωB97M-V/def2-TZVPD
C -0.50134 -1.44414 0.37237
O -1.17608 -1.32745 1.44335
C -0.38473 -0.09444 -0.63338
C 0.08558 1.13053 0.12537
C 1.24708 0.82023 1.05638
O 1.81555 1.88222 1.67174
N -1.09471 0.32036 -1.95631
H -1.01654 -2.16367 -0.32008
H 0.55936 -1.73515 0.49388
H -1.58503 -0.17483 -1.02637
H -0.74432 1.62518 0.63350
H 0.49940 1.78787 -0.63926
H 1.01184 0.07174 1.83429
H 2.01506 0.35178 0.41202
H 0.55981 -0.45601 -1.05659
H -1.29096 -0.59422 -2.41091
```

Molecular weight ... 103.12 g mol⁻¹
<S²> ... 0.761
Lowest unoccupied orbital energy (spin up / spin down) ... 3.5 / 1.4 eV
Total charge ... -1
HOMO-LUMO gap (spin up / spin down) ... 0.2065 / 0.1297 Eh
Highest occupied orbital energy (spin up / spin down) ... -0.078 / -0.077 hartree
Spin multiplicity ... 2

Relative energies, hartree: #a 0.0000; #b 0.1361.

#a
Below is an isolated molecule of C7H11N, with properties calculated with ωB97M-V/def2-TZVPD.

XYZ file:
```
19
C7H11N ωB97M-V/def2-TZVPD
C 0.51579 1.12941 0.99738
C -0.73892 0.62418 0.34370
C -0.36954 1.21386 -1.14038
C -0.55869 -1.03880 -1.27426
C -0.78231 -0.77786 0.22508
C 0.61121 -1.24154 0.72587
C 1.37179 0.16012 0.15761
H 0.42055 0.99127 2.15265
H 0.74215 2.31253 1.15516
H -1.58359 0.89161 0.96172
H -0.99102 0.93715 -1.86938
H -0.00476 2.21983 -1.02051
H -0.22804 -2.08871 -1.33251
H -1.44875 -0.82221 -1.92274
H -1.44439 -1.51235 0.66746
H 0.98065 -2.14316 0.23658
H 0.48716 -1.29351 1.88158
H 2.37155 0.27479 0.35826
N 0.64917 0.16337 -1.30327
```

Molecular weight ... 109.17 g mol⁻¹
Lowest unoccupied orbital energy ... 1.0 eV
HOMO-LUMO gap ... 0.3579 Eh
Highest occupied orbital energy ... -0.320 hartree
Spin multiplicity ... 1

#b
Below is an isolated molecule of C7H11N, with properties calculated with ωB97M-V/def2-TZVPD.

XYZ file:
```
19
C7H11N ωB97M-V/def2-TZVPD
C -0.72116 0.91665 -0.23996
C 1.25230 -0.54643 0.58511
C -1.93652 0.03562 -0.13995
C 0.61024 -1.91267 0.83605
C 0.59305 0.25617 -0.50768
C -0.33416 2.39314 0.56271
C 1.14095 0.41323 -1.70799
N -0.97370 2.28403 -0.54434
H -0.58699 3.13677 1.31647
H 1.22852 0.03924 1.50818
H 2.30518 -0.69609 0.33174
H -1.87718 -0.78872 -0.85223
H -2.83471 0.62031 -0.34364
H -2.03810 -0.38260 0.86423
H 0.70577 1.07559 -2.44269
H 2.08258 -0.05327 -1.96197
H 1.21777 -2.48509 1.53515
H -0.37515 -1.81830 1.28821
H 0.54130 -2.48759 -0.08741
```

Molecular weight ... 109.17 g mol⁻¹
Lowest unoccupied orbital energy ... 1.0 eV
HOMO-LUMO gap ... 0.3486 Eh
Highest occupied orbital energy ... -0.313 hartree
Spin multiplicity ... 1

Relative energies, hartree: #a 0.0498; #b 0.0000.